## a
Molecular formula: H2NO2S
Method: DFT, ωB97M-V/def2-TZVPD

Its charge is -1. The value obtained for the molecular weight is 80.1 g mol⁻¹.

Positions of all 6 atoms, in Å:
N  -0.41  0.08  -0.47
O  -2.56  0.63  1.25
O  -1.22  -1.15  2.09
S  -1.90  -0.63  0.87
H  -0.26  0.90  0.16
H  0.25  -0.66  -0.04

## b
Molecular formula: H2NO2S
Method: DFT, ωB97M-V/def2-TZVPD

Its charge is -1. The value obtained for the molecular weight is 80.1 g mol⁻¹.

Positions of all 6 atoms, in Å:
N  -1.30  1.07  0.36
O  -2.64  -0.97  0.01
O  1.38  -0.88  -0.23
S  -1.35  -0.32  -0.33
H  1.78  -1.54  -0.81
H  -0.50  1.66  0.28

Most stable: a

## a
Molecular formula: H2NO2S
Method: DFT, ωB97M-V/def2-TZVPD

Its charge is -1. The value obtained for the molecular weight is 80.1 g mol⁻¹.

Positions of all 6 atoms, in Å:
N  -1.84  0.01  -0.25
O  2.03  -1.59  0.14
O  2.27  0.82  -0.60
S  1.51  -0.24  0.18
H  -1.96  1.04  -0.24
H  -2.01  -0.06  0.78

## b
Molecular formula: H2NO2S
Method: DFT, ωB97M-V/def2-TZVPD

As for the SMILES: N=[S@H](=O)[O-]. Its charge is -1. The value obtained for the molecular weight is 80.1 g mol⁻¹.

Positions of all 6 atoms, in Å:
N  -0.45  1.17  -0.83
O  2.28  0.93  0.37
O  1.59  -1.09  -0.87
S  1.19  0.08  -0.09
H  -0.77  0.58  -1.63
H  0.81  -0.58  1.34

Most stable: a

## a
Molecular formula: C3H10N2S
Method: DFT, ωB97M-V/def2-TZVPD

As for the SMILES: C=CC.NSN. The value obtained for the molecular weight is 106.2 g mol⁻¹.

Positions of all 16 atoms, in Å:
C  -1.47  -0.14  -0.76
C  -1.17  -0.07  1.59
C  -0.88  -0.58  0.29
N  2.03  1.03  -1.13
N  2.09  -1.14  0.35
S  1.70  0.43  0.54
H  -1.16  -0.41  -1.78
H  -2.14  0.77  -0.86
H  2.56  1.91  -1.05
H  -2.06  0.58  1.73
H  -0.37  0.47  2.18
H  -1.30  -0.89  2.32
H  -0.06  -1.29  0.22
H  1.30  1.23  -1.70
H  3.01  -1.50  0.10
H  1.32  -1.80  0.39

## b
Molecular formula: C3H10N2S
Method: DFT, ωB97M-V/def2-TZVPD

The value obtained for the molecular weight is 106.2 g mol⁻¹.

Positions of all 16 atoms, in Å:
N  1.18  -1.66  -0.75
C  0.70  -0.46  -0.07
C  -0.71  -0.73  0.60
S  -1.23  0.87  1.31
C  0.42  0.67  -1.08
N  1.51  0.52  -1.97
H  -3.38  -0.70  3.56
H  -3.05  -0.32  3.10
H  2.12  -1.81  -0.40
H  1.46  -0.07  0.57
H  -1.36  -1.19  -0.17
H  -0.63  -1.41  1.43
H  0.54  1.60  -0.52
H  -0.61  0.54  -1.33
H  1.53  1.05  -2.82
H  1.73  -0.47  -2.00

Most stable: a

## a
Molecular formula: C3H10N2S
Method: DFT, ωB97M-V/def2-TZVPD

As for the SMILES: [H]/N=C\NC.CS. The value obtained for the molecular weight is 106.2 g mol⁻¹.

Positions of all 16 atoms, in Å:
C  -0.76  -1.76  1.36
N  -0.14  1.68  0.45
C  -0.66  0.54  0.69
N  0.05  -0.60  1.08
H  -0.11  -2.60  1.62
H  -1.31  -2.04  0.44
H  -1.54  -1.61  2.11
H  0.76  1.71  0.92
H  0.05  2.42  -0.80
H  -1.69  0.32  0.39
H  0.78  -0.41  1.77
C  0.88  0.35  -2.01
S  1.10  2.16  -1.93
H  1.53  -0.14  -1.30
H  -0.13  0.02  -1.81
H  1.17  -0.04  -2.99

## b
Molecular formula: C3H10N2S
Method: DFT, ωB97M-V/def2-TZVPD

As for the SMILES: [H]/N=C/N.CSC. The value obtained for the molecular weight is 106.2 g mol⁻¹.

Positions of all 16 atoms, in Å:
C  -2.20  -0.73  -0.03
S  -1.16  0.50  0.86
C  -1.54  0.20  2.59
H  -1.65  -0.84  -0.95
H  -2.18  -1.68  0.50
H  -3.19  -0.29  -0.13
H  -2.33  -0.52  2.80
H  -1.82  1.12  3.11
H  -0.68  -0.16  3.15
N  2.95  0.20  -0.75
C  2.22  0.47  -1.89
N  1.66  -0.30  -2.72
H  3.56  0.99  -0.58
H  3.47  -0.66  -0.87
H  2.02  1.54  -1.94
H  0.87  0.14  -3.16

Most stable: b

## a
Molecular formula: C3H10N2S
Method: DFT, ωB97M-V/def2-TZVPD

As for the SMILES: [H]/N=C/N.CCS. The value obtained for the molecular weight is 106.2 g mol⁻¹.

Positions of all 16 atoms, in Å:
C  1.82  1.28  -1.34
C  2.55  -0.05  -1.12
S  2.07  -0.68  0.52
H  2.15  2.07  -0.66
H  0.72  1.07  -1.26
H  2.03  1.68  -2.32
H  3.62  0.08  -1.17
H  2.35  -0.78  -1.90
N  -3.29  -1.04  0.86
C  -2.88  0.11  0.17
N  -2.78  1.20  0.80
H  -3.79  -0.81  1.71
H  -3.64  -1.84  0.37
H  -2.71  -0.22  -0.88
H  -3.11  2.00  0.25
H  1.83  -1.87  -0.03

## b
Molecular formula: C3H10N2S
Method: DFT, ωB97M-V/def2-TZVPD

As for the SMILES: NC[C@H](N)CS. The value obtained for the molecular weight is 106.2 g mol⁻¹.

Positions of all 16 atoms, in Å:
N  0.28  0.22  -1.58
C  -0.30  -0.21  -0.34
C  -1.24  0.90  0.16
S  -3.00  0.65  -0.22
C  0.83  -0.35  0.74
N  1.76  -1.39  0.30
H  1.25  0.49  -1.56
H  -3.39  1.34  0.85
H  0.09  -0.44  -2.32
H  -0.65  -1.24  -0.36
H  -1.13  1.02  1.24
H  -0.78  1.80  -0.25
H  0.33  -0.72  1.63
H  1.19  0.68  0.86
H  2.26  -1.83  1.06
H  2.50  -0.93  -0.22

Most stable: b

## a
Molecular formula: C25H26Cl3N5RuS2
Method: DFT, ωB97M-V/def2-TZVPD

As for the multiplicity: 2. The expectation value of S² is 1.047. Its charge is +1. The value obtained for the molecular weight is 668.1 g mol⁻¹.

Positions of all 62 atoms, in Å:
Ru  0.01  0.43  -0.32
C  -1.44  -1.14  2.23
C  -2.65  -0.25  1.98
C  -2.28  1.20  1.75
C  -3.25  2.19  1.86
C  -2.88  3.52  1.82
C  -1.54  3.83  1.70
C  -0.64  2.79  1.56
N  -1.00  1.51  1.54
N  -0.72  -1.53  1.02
C  -1.54  -2.42  0.18
C  -2.36  -1.70  -0.86
C  -3.57  -2.25  -1.28
C  -4.27  -1.62  -2.30
C  -3.74  -0.47  -2.87
C  -2.54  0.01  -2.38
N  -1.87  -0.59  -1.40
C  0.55  -2.16  1.36
C  1.40  -2.39  0.14
C  2.45  -3.30  0.16
C  3.17  -3.52  -1.01
C  2.80  -2.83  -2.16
C  1.76  -1.92  -2.08
N  1.09  -1.69  -0.95
H  -1.76  -2.05  2.77
H  -0.74  -0.60  2.87
H  -3.29  -0.29  2.87
H  -3.25  -0.62  1.14
H  -4.29  1.91  2.00
H  -3.62  4.30  1.89
H  -1.19  4.85  1.70
H  0.43  2.97  1.49
H  -2.19  -3.06  0.80
H  -0.86  -3.09  -0.38
H  -3.95  -3.15  -0.83
H  -5.21  -2.03  -2.65
H  -4.25  0.04  -3.67
H  -2.09  0.90  -2.79
H  0.39  -3.12  1.89
H  1.10  -1.49  2.04
H  2.69  -3.83  1.07
H  3.99  -4.21  -1.02
H  3.30  -3.01  -3.09
H  1.44  -1.35  -2.94
C  4.77  0.94  1.14
C  3.48  0.97  0.38
S  2.07  0.81  1.33
C  3.46  1.13  -0.99
C  4.71  1.22  -1.81
S  2.02  1.24  -1.90
H  4.55  0.81  2.20
H  5.32  1.87  1.01
H  5.39  0.12  0.80
H  5.57  1.55  -1.22
H  4.56  1.90  -2.64
H  4.94  0.23  -2.22
Cl  -1.24  5.85  -1.77
C  0.09  4.65  -1.75
Cl  1.21  5.04  -0.39
Cl  0.99  4.68  -3.28
C  -0.45  3.34  -1.55
N  -0.82  2.26  -1.34

## b
Molecular formula: C25H26Cl3N5RuS2
Method: DFT, ωB97M-V/def2-TZVPD

As for the multiplicity: 2. The expectation value of S² is 0.761. Its charge is +1. The value obtained for the molecular weight is 668.1 g mol⁻¹.

Positions of all 62 atoms, in Å:
Ru  -0.15  -0.21  0.19
C  3.04  -0.18  -0.93
C  3.14  1.24  -0.40
C  2.79  1.28  1.07
C  3.30  2.28  1.90
C  3.14  2.15  3.27
C  2.49  1.03  3.77
C  1.95  0.14  2.86
N  2.07  0.26  1.54
N  1.68  -0.62  -1.33
C  1.28  0.11  -2.55
C  0.48  1.35  -2.26
C  0.46  2.36  -3.20
C  -0.33  3.48  -2.99
C  -1.08  3.53  -1.83
C  -1.01  2.49  -0.93
N  -0.24  1.40  -1.12
C  1.79  -2.06  -1.57
C  0.49  -2.70  -1.98
C  0.48  -3.95  -2.57
C  -0.73  -4.48  -2.98
C  -1.88  -3.72  -2.82
C  -1.77  -2.48  -2.22
N  -0.61  -1.97  -1.78
H  3.40  -0.86  -0.16
H  3.69  -0.31  -1.81
H  2.59  1.97  -0.99
H  4.19  1.53  -0.49
H  3.85  3.10  1.47
H  3.54  2.90  3.94
H  2.37  0.87  4.83
H  1.39  -0.72  3.21
H  0.66  -0.54  -3.17
H  2.16  0.37  -3.14
H  1.06  2.27  -4.09
H  -0.36  4.28  -3.71
H  -1.73  4.37  -1.60
H  -1.58  2.50  -0.02
H  2.15  -2.52  -0.65
H  2.55  -2.26  -2.34
H  1.41  -4.50  -2.70
H  -0.78  -5.46  -3.44
H  -2.84  -4.07  -3.16
H  -2.64  -1.86  -2.07
C  -2.80  2.50  2.93
C  -2.33  1.48  1.94
S  -0.61  1.16  1.95
C  -3.11  0.79  1.08
C  -4.60  0.91  0.95
S  -2.36  -0.44  0.09
H  -1.96  2.89  3.51
H  -3.51  2.07  3.63
H  -3.28  3.35  2.44
H  -5.00  1.61  1.69
H  -5.09  -0.05  1.10
H  -4.89  1.27  -0.04
Cl  -0.14  -3.50  4.63
C  -1.22  -3.47  3.23
Cl  -1.41  -5.09  2.56
Cl  -2.77  -2.76  3.65
C  -0.61  -2.61  2.21
N  -0.16  -1.92  1.42

Most stable: b